# 1
The following is a quantum chemistry calculation of a molecular structure, C4H12BrFeO2 in a non-equilibrium geometry, from the Open Molecules 2025 dataset.

Last column: Mulliken charge in e.
Geometry (Å):
Fe -4.52034 0.10083 2.42605  0.953
Br -2.55660 -0.25264 0.99157  -0.031
C 1.41299 -2.17284 1.18187  -0.712
C 0.74344 -2.94961 0.06765  -0.308
O -0.54047 -3.43910 0.47297  -0.443
H 0.77191 -1.39040 1.58940  0.213
H 2.26451 -1.63774 0.75017  0.281
H 1.81503 -2.86005 1.92256  0.264
H 1.31107 -3.82324 -0.25211  0.291
H 0.65484 -2.37368 -0.86162  0.239
H -1.10835 -2.67236 0.57862  0.197
C 0.10814 3.51770 -1.35388  -1.165
C 0.01915 2.04636 -1.01947  0.003
O 0.04790 1.68603 0.36431  -0.378
H 0.16180 3.66821 -2.43087  0.335
H 0.99218 4.02654 -0.95434  0.317
H -0.68438 4.11609 -0.89814  0.286
H 0.79237 1.50210 -1.56674  0.259
H -0.94184 1.75685 -1.46504  0.253
H -0.74336 1.15095 0.45704  0.147

Cartesian forces, eV/Å:
2.1 -0.4 -1.5
-2.3 0.2 1.6
0.8 0.0 -0.9
-0.4 -0.1 -0.3
0.0 -0.1 -0.2
-0.1 -0.2 0.2
0.1 0.0 0.1
-0.3 0.2 0.3
0.1 -0.1 0.4
-0.1 0.3 0.2
0.0 0.0 0.0
0.8 1.0 1.0
-0.3 0.1 -1.0
-0.2 0.3 -0.4
-0.3 -0.1 0.0
0.3 -0.5 0.0
-0.4 -0.3 -0.3
0.1 0.0 0.2
0.1 -0.4 0.1
0.3 0.1 0.4

highest occupied orbital energy (alpha / beta): -12.543 / -12.541 eV
HOMO-LUMO gap (alpha / beta): 4.25 / 4.06 eV
molar mass: 227.89 g/mol
total charge: +1
2S+1: 5
E_LUMO (alpha / beta): -8.29 / -8.48 eV

# 2
The following is a quantum chemistry calculation of 2 unconnected molecules or ions with the total composition C4H12Cl2NOPS, from the Open Molecules 2025 dataset.

Last column: Mulliken charge in e.
Geometry (Å):
C -2.32393 1.82521 2.08337  -0.695
O -2.01389 1.90524 0.71100  -0.320
C -2.31707 0.74943 -0.03579  -0.330
C -1.22868 0.52299 -1.08099  -0.531
N -1.27667 -0.87515 -1.55784  -0.383
P -0.33741 -1.98026 -0.70434  0.202
S 1.57872 -1.76996 -0.58391  -0.371
H -3.40548 1.85806 2.26302  0.281
H -1.85624 2.67723 2.57216  0.251
H -1.92633 0.90346 2.52522  0.321
H -2.38161 -0.13044 0.61577  0.269
H -3.29099 0.86008 -0.52759  0.243
H -1.37523 1.17281 -1.94071  0.311
H -0.25967 0.78061 -0.64017  0.284
H -1.02599 -0.93750 -2.54025  0.338
H -0.77106 -3.17631 -1.28846  0.102
H -1.01412 -1.98785 0.52311  0.058
C 4.91725 -0.45463 -0.00911  -0.211
Cl 6.29406 0.65736 0.04102  -0.172
Cl 5.24041 -1.89206 -0.98263  -0.143
H 4.70085 -0.77308 1.00303  0.292
H 4.07307 0.06477 -0.44593  0.202

Cartesian forces, eV/Å:
-0.1 -0.1 0.0
0.2 0.0 -0.1
-0.1 0.0 0.0
0.0 0.0 0.1
0.3 0.1 -0.2
0.0 0.0 0.1
-0.1 0.0 0.0
0.0 0.0 0.0
0.0 0.0 0.0
0.0 0.0 0.0
0.1 0.0 0.0
0.0 -0.1 0.0
0.0 0.1 0.0
0.0 -0.1 0.0
-0.2 0.1 0.0
0.0 0.0 0.0
0.0 0.0 0.0
-0.1 0.0 0.0
0.0 0.0 0.0
0.1 0.0 0.0
0.0 0.0 0.0
0.0 0.0 0.0

highest occupied orbital energy: -9.115 eV
HOMO-LUMO gap: 9.85 eV
SMILES string: COCCN[PH2]=S.ClCCl
molar mass: 224.09 g/mol
total charge: 0
2S+1: 1
E_LUMO: 0.74 eV

# 3
The following is a quantum chemistry calculation of 5 unconnected molecules or ions with the total composition C4H12Cl4N3O6 in a non-equilibrium geometry, from the Open Molecules 2025 dataset.

Last column: Mulliken charge in e.
Geometry (Å):
N -1.31559 -0.79780 1.35011  -0.158
H -2.00161 -0.12705 1.66566  0.239
H -1.62294 -1.05143 0.42205  0.404
H -1.33007 -1.57561 1.99423  0.382
H -0.45019 -0.27903 1.39572  0.243
N -3.91719 1.75508 2.05329  0.936
O -4.58704 1.95358 3.07733  -0.652
O -4.40957 1.97012 0.90757  -0.562
O -2.77820 1.35980 2.19333  -0.743
N -3.56607 -0.36269 -1.70355  0.883
O -4.42471 0.45313 -1.47025  -0.580
O -2.72466 -0.69617 -0.88508  -0.702
O -3.51100 -0.96634 -2.75606  -0.686
Cl 0.29018 4.00933 -2.69035  -0.186
C 0.75104 2.32506 -2.81961  -0.447
C 1.41003 1.78777 -1.48082  -0.230
Cl 0.11034 1.26567 -0.39111  -0.116
H 1.43254 2.17569 -3.65706  0.319
H -0.22178 1.90494 -3.07500  0.297
H 2.14009 2.53894 -1.17940  0.364
H 2.04933 0.90496 -1.48823  -0.008
Cl 1.91687 -1.82650 2.32938  -0.158
C 3.55844 -2.44418 1.84761  -0.445
C 3.74810 -2.42722 0.33851  -0.506
Cl 3.93513 -0.75823 -0.32874  -0.184
H 3.86614 -3.42098 2.22083  0.331
H 4.25919 -1.76158 2.32834  0.302
H 2.85334 -2.89202 -0.07558  0.306
H 4.53985 -3.01723 -0.12313  0.356

Cartesian forces, eV/Å:
0.4 -0.4 1.1
-1.5 1.5 0.4
-0.3 -0.1 -1.3
0.2 -0.2 0.0
0.5 -0.2 -0.3
-3.9 1.5 -1.6
-0.5 0.1 0.4
1.0 -0.2 1.7
3.8 -1.6 -0.1
-1.1 -0.4 -1.0
-0.8 1.1 0.4
2.6 -0.3 3.6
-0.4 -0.9 -3.1
0.3 1.0 0.2
0.4 -1.4 0.6
-0.2 0.0 -1.4
0.1 0.9 0.3
0.0 0.2 0.1
0.4 -0.8 0.3
-0.7 0.5 0.9
-0.3 -0.2 -1.2
0.8 -0.8 -0.2
1.2 0.8 -0.2
-1.0 0.0 -0.5
-0.1 -0.5 0.3
-1.0 -0.2 0.2
-0.1 0.1 -0.1
-0.2 0.4 -0.3
0.4 0.1 0.8

highest occupied orbital energy: -4.399 eV
HOMO-LUMO gap: 6.21 eV
molar mass: 339.97 g/mol
total charge: -1
2S+1: 1
E_LUMO: 1.81 eV

# 4
The following is a quantum chemistry calculation of a molecular structure, C4H12ClCrO4STi in a non-equilibrium geometry, from the Open Molecules 2025 dataset.

Last column: Mulliken charge in e.
Geometry (Å):
Cr -19.30508 12.14695 -9.68303  0.808
Ti -16.83030 8.46165 -10.99498  1.364
Cl -17.63888 10.16029 -9.34796  -0.217
O -17.72182 11.18519 -5.79292  -0.622
S -17.73693 10.55060 -4.49679  1.165
O -18.64707 10.98604 -3.51505  -0.615
O -18.04917 9.00802 -4.74479  -0.330
C -17.41956 8.47157 -5.90994  0.393
C -17.70531 6.99730 -5.98094  -1.407
C -16.11647 10.53671 -3.84396  -0.789
H -16.35515 8.70542 -5.97317  0.286
H -17.90121 8.98258 -6.74985  -0.018
H -17.31261 6.55739 -6.90084  0.324
H -18.76961 6.77670 -5.89955  0.361
H -17.24724 6.46726 -5.14281  0.352
H -16.06436 9.73157 -3.11233  0.360
H -15.94321 11.50331 -3.38219  0.380
H -15.40496 10.30672 -4.63260  0.196
C -13.95299 11.38978 -7.18785  -0.691
O -14.82499 10.27562 -7.08480  -0.382
H -13.59877 11.53878 -8.21547  0.292
H -14.40721 12.31982 -6.83565  0.298
H -13.06766 11.21856 -6.58055  0.271
H -15.66149 10.49074 -7.50778  0.221

Cartesian forces, eV/Å:
0.1 -0.1 0.3
-0.4 1.1 1.3
0.4 -1.0 -1.4
0.1 0.1 -0.3
0.0 0.0 -0.5
-0.5 0.2 0.5
0.4 0.1 0.3
-0.6 -0.1 -1.0
0.1 -0.5 0.6
0.3 -0.6 0.1
0.0 -0.1 0.4
0.1 -0.1 -0.1
0.0 0.1 0.0
-0.1 0.2 -0.2
0.1 0.1 -0.1
-0.1 0.2 0.2
0.1 0.0 0.0
0.0 0.3 -0.1
0.4 0.6 -0.2
-0.1 -0.4 -0.1
-0.1 0.0 0.1
-0.1 -0.1 0.0
-0.1 -0.3 0.1
0.0 0.2 0.3

highest occupied orbital energy (alpha / beta): -15.659 / -15.661 eV
HOMO-LUMO gap (alpha / beta): 4.88 / 5.01 eV
molar mass: 291.52 g/mol
total charge: +2
2S+1: 8
E_LUMO (alpha / beta): -10.78 / -10.65 eV

# 5
The following is a quantum chemistry calculation of 2 unconnected molecules or ions with the total composition C4H12ClN2Si in a non-equilibrium geometry, from the Open Molecules 2025 dataset.

Last column: Mulliken charge in e.
Geometry (Å):
C -0.92459 -0.01481 0.29524  0.115
C -2.35550 1.62127 -0.91709  -0.829
C 2.13158 1.00370 0.84183  -0.794
C 0.30349 -0.65148 0.42818  0.147
N -1.07690 1.05709 -0.42894  -0.117
N 1.42109 0.07131 -0.05442  -0.535
Si 0.33122 -2.49417 -0.29775  0.386
Cl -2.26519 -1.00182 0.70464  -0.094
H -3.03260 1.25288 -0.20260  0.315
H -2.71315 1.05772 -1.86744  0.336
H -2.22377 2.65076 -1.26170  0.319
H 1.27444 1.73726 1.04037  0.272
H 2.68482 0.63033 1.76658  0.330
H 2.89130 1.44740 0.11245  0.307
H 0.39488 -0.85411 1.89996  0.390
H -0.20314 1.47759 -0.75083  0.303
H 2.09255 -0.69123 -0.25230  0.247
H 1.14027 -3.02917 0.89973  -0.004
H 1.07287 -2.06019 -1.57059  -0.008
H -0.94368 -3.21032 -0.38532  -0.086

Cartesian forces, eV/Å:
-2.3 0.5 -1.7
0.7 -1.9 -2.6
-0.5 1.6 -1.1
1.8 -1.2 5.0
-0.1 0.2 -0.1
1.6 -2.2 0.2
1.5 0.6 1.0
-0.4 0.9 0.4
-1.5 1.0 1.0
1.0 0.7 1.3
-0.4 -0.1 1.0
1.9 -0.4 0.5
-1.2 0.1 -1.1
-0.9 -0.1 1.5
-0.4 0.4 -3.9
0.0 -0.3 0.1
-0.1 0.9 -0.5
-0.3 -0.1 -1.3
-0.5 -0.9 0.7
0.0 0.1 -0.3

highest occupied orbital energy: -13.837 eV
HOMO-LUMO gap: 9.37 eV
molar mass: 151.69 g/mol
total charge: +1
2S+1: 1
E_LUMO: -4.47 eV

# 6
The following is a quantum chemistry calculation of a single C4H12ClNOSSi molecule in a non-equilibrium geometry, from the Open Molecules 2025 dataset.

Last column: Mulliken charge in e.
Geometry (Å):
C -2.46806 1.96823 -1.64274  -0.635
C 0.66786 -1.71641 2.01674  -1.107
C 1.06224 1.15821 0.24548  -1.124
C 1.13081 -1.65377 -1.00222  -1.163
N -1.45909 -0.64989 0.03606  -0.225
O -2.04692 1.46673 1.44419  -0.493
Si 0.30629 -0.65711 0.46295  0.629
S -2.34151 0.74521 0.22357  0.643
Cl -4.26772 -0.04093 0.45454  -0.249
H -2.94136 2.84421 -1.12052  0.238
H -3.37223 1.41673 -2.00694  0.216
H 1.09516 -2.65212 1.70435  0.326
H 1.38318 -1.19844 2.59968  0.375
H -0.18698 -1.88550 2.85630  0.273
H 1.07220 1.28694 -0.84325  0.325
H 0.42146 1.87876 0.71374  0.380
H 2.11480 1.31646 0.57030  0.334
H 1.99724 -1.03858 -1.29068  0.313
H 1.49095 -2.78700 -0.86489  0.284
H 0.51097 -1.67769 -1.86177  0.363
H -1.82868 -1.04768 -0.78172  0.297

Cartesian forces, eV/Å:
-0.3 -0.8 1.4
-2.9 0.6 1.5
0.1 -1.7 0.1
1.0 -1.4 1.4
0.2 2.3 2.0
0.6 -0.9 -0.5
1.5 -0.8 -0.9
-0.8 1.5 -1.4
0.0 -0.3 0.1
0.4 -0.5 0.0
0.4 0.1 0.1
0.0 -0.5 -0.1
1.2 0.6 0.5
1.6 0.3 -2.4
-0.3 0.2 0.1
-0.2 0.6 0.1
-0.8 -0.5 0.1
0.0 -0.4 0.1
-0.8 2.6 0.1
-0.8 0.1 -0.9
-0.1 -1.0 -1.4

highest occupied orbital energy: -8.689 eV
HOMO-LUMO gap: 8.44 eV
SMILES string: C=[S@@](=O)(Cl)N[Si](C)(C)C
molar mass: 185.75 g/mol
total charge: 0
2S+1: 1
E_LUMO: -0.25 eV